{"formula": "C3H6N2O2S", "method": "ωB97M-V with the def2-TZVPD basis set", "total_energy_ha": -775.93870, "e_homo_ha": -0.3238, "fmax_ev_per_a": 1.94, "orbital_gap_ev": 9.0, "de_lowest_kcal_mol": 126.4, "smiles": "CN(/C=N/O)OC=S", "species": ["S", "O", "O", "N", "N", "C", "C", "C", "H", "H", "H", "H", "H", "H"], "positions_angstrom": [[3.19, -0.39, -0.88], [-3.11, -0.94, -0.49], [1.14, -0.70, 0.79], [0.27, 0.04, -0.13], [-2.10, 0.01, -0.35], [-0.96, -0.62, -0.24], [2.42, -0.90, 0.46], [0.31, 1.45, 0.06], [-0.13, 1.80, 1.00], [-0.25, 1.98, -0.73], [-1.06, -1.73, -0.24], [2.90, -1.36, 1.32], [1.34, 1.87, 0.09], [-3.95, -0.51, -0.65]]}